Density functional theory data (ωB97M-V with the def2-TZVPD basis set) for a cluster of 12 separate species, C46H124N16O17 in total.

2S+1	2
gap between HOMO and LUMO (alpha / beta)	1.683 / 8.331	eV
highest occupied orbital energy (alpha / beta)	0.006 / -0.238	Eh
net charge	-1

Positions of all 203 atoms, in Å:
C (1.39356, 0.93485, 4.17369)
C (2.95804, 0.85854, 4.05321)
C (3.57509, 0.59358, 2.60707)
O (4.97832, 0.40292, 2.72468)
C (5.52992, 0.20987, 1.45626)
N (3.47183, 2.09445, 4.51176)
H (0.91041, 1.39083, 3.30955)
H (1.12638, 1.50264, 5.06494)
H (0.97261, -0.06858, 4.23724)
H (3.40844, 0.09852, 4.69165)
H (3.30141, 1.40900, 1.93753)
H (3.09438, -0.30160, 2.21250)
H (6.58740, -0.02810, 1.57121)
H (5.56048, 1.11876, 0.85537)
H (5.06902, -0.58467, 0.86943)
H (3.27673, 2.71572, 3.73971)
H (4.45953, 1.96175, 4.34762)
C (-0.61316, 6.62533, -1.85037)
C (-1.67564, 7.61726, -1.45833)
C (-2.25438, 7.32815, -0.04998)
O (-3.14797, 6.29552, -0.11486)
C (-3.65114, 5.86342, 1.13192)
N (-1.06117, 8.91257, -1.49523)
H (0.25822, 6.57392, -1.19755)
H (-0.29619, 6.84033, -2.87086)
H (-0.99175, 5.60364, -1.82033)
H (-2.48302, 7.61905, -2.19061)
H (-2.83274, 8.14987, 0.37234)
H (-1.38802, 7.07764, 0.56219)
H (-4.43194, 5.14006, 0.89697)
H (-4.00060, 6.63494, 1.81804)
H (-2.83033, 5.32948, 1.61072)
H (-1.72845, 9.66743, -1.56616)
H (-0.69478, 9.11363, -0.57575)
C (9.21413, 3.57538, -1.76121)
C (7.98684, 2.71626, -2.21574)
C (6.95779, 2.42363, -1.04709)
O (5.82331, 1.70279, -1.46585)
C (6.04817, 0.36524, -1.83063)
N (7.37719, 3.50327, -3.23276)
H (9.01096, 4.55167, -1.32112)
H (9.83932, 3.79212, -2.62739)
H (9.78721, 2.95023, -1.07646)
H (8.30537, 1.75749, -2.62487)
H (6.61006, 3.34180, -0.57364)
H (7.54027, 1.81961, -0.35141)
H (6.16268, -0.33909, -1.00668)
H (6.81065, 0.12599, -2.57192)
H (5.20433, -0.03465, -2.39288)
H (6.49037, 3.09417, -3.49024)
H (6.98961, 4.35661, -2.85634)
C (2.79454, -2.67257, 6.10268)
O (3.15764, -2.38505, 4.77316)
C (3.55523, -3.54031, 3.96558)
C (4.22377, -3.11143, 2.59565)
N (5.54763, -3.77142, 2.48815)
C (6.40994, -3.30049, 1.37268)
C (5.89789, -3.72794, 0.01536)
O (5.08513, -2.72570, -0.62681)
C (5.06960, -2.81153, -2.05552)
H (3.65553, -3.00269, 6.68390)
H (2.26413, -3.62041, 6.01122)
H (2.22094, -1.88754, 6.59545)
H (2.79402, -4.32040, 3.97694)
H (4.32454, -3.98805, 4.59470)
H (4.35756, -2.03175, 2.52873)
H (3.51896, -3.42061, 1.82381)
H (6.22106, -3.50140, 3.19079)
H (7.38443, -3.74410, 1.57686)
H (6.55264, -2.21991, 1.38218)
H (5.23691, -4.56982, 0.22135)
H (6.73956, -4.06712, -0.58851)
H (4.86119, -3.84708, -2.32442)
H (6.07132, -2.60675, -2.43334)
H (4.32938, -2.06394, -2.34062)
C (-1.03076, -2.70562, 4.48471)
O (-2.26888, -2.10918, 4.65011)
C (-3.25849, -2.58218, 3.68555)
C (-4.30472, -1.51556, 3.30287)
N (-5.27700, -1.28513, 4.38298)
C (-6.19178, -0.20051, 4.12121)
C (-6.98506, 0.16277, 5.37711)
O (-6.24412, 0.83328, 6.38057)
C (-7.08285, 1.29153, 7.40402)
H (-1.19732, -3.73858, 4.79028)
H (-0.39044, -2.31030, 5.27325)
H (-0.53452, -2.49067, 3.53833)
H (-3.64901, -3.57242, 3.92012)
H (-2.73863, -2.74513, 2.74147)
H (-4.86558, -1.82993, 2.42269)
H (-3.83342, -0.58804, 2.97777)
H (-4.83296, -1.02534, 5.25214)
H (-6.85596, -0.49292, 3.30791)
H (-5.59583, 0.62590, 3.73394)
H (-7.55305, -0.68601, 5.75796)
H (-7.85766, 0.76773, 5.13076)
H (-6.54832, 1.72173, 8.25096)
H (-7.69741, 0.48808, 7.81008)
H (-7.86599, 1.96017, 7.04665)
C (-1.66668, 0.85412, 2.10835)
O (-2.85533, 0.86164, 1.36689)
C (-2.72884, -0.08555, 0.33276)
C (-3.88788, -0.00474, -0.62940)
N (-5.01052, -0.75155, -0.00465)
C (-6.18133, -0.29634, -0.67295)
C (-7.44279, -0.58127, 0.17215)
O (-7.40663, 0.29438, 1.32617)
C (-7.79805, 1.64420, 1.18817)
H (-0.82340, 1.19778, 1.50928)
H (-1.33333, -0.08803, 2.54345)
H (-1.91588, 1.45988, 2.97958)
H (-2.54618, -1.13076, 0.58233)
H (-1.80340, 0.06834, -0.22221)
H (-3.63855, -0.46437, -1.58578)
H (-4.02981, 1.07337, -0.70443)
H (-5.00547, -0.38403, 0.93610)
H (-6.25230, -0.96556, -1.53039)
H (-6.16125, 0.77515, -0.87193)
H (-7.29949, -1.62549, 0.44992)
H (-8.40164, -0.44980, -0.32929)
H (-8.22859, 1.92217, 2.15018)
H (-8.50827, 1.90126, 0.40229)
H (-6.91382, 2.24421, 0.97316)
C (3.39660, 0.92456, -4.66248)
O (1.98935, 0.93486, -4.78277)
C (1.49735, 0.46976, -5.99148)
C (-0.08631, 0.38544, -5.91473)
N (-0.47255, 0.09240, -4.52153)
C (-1.82545, 0.56711, -4.26310)
C (-2.89580, -0.43188, -4.76347)
O (-4.11513, -0.13582, -4.05987)
C (-5.23057, -0.88334, -4.62087)
H (3.92868, 1.39222, -5.49090)
H (3.73779, -0.09545, -4.48566)
H (3.70712, 1.51789, -3.80246)
H (1.95825, -0.49942, -6.18217)
H (1.91265, 1.02881, -6.82998)
H (-0.42836, -0.46639, -6.50251)
H (-0.54796, 1.31450, -6.24911)
H (0.23167, 0.58457, -3.99055)
H (-1.96961, 1.49395, -4.81835)
H (-1.89056, 0.72821, -3.18704)
H (-2.56493, -1.46470, -4.65430)
H (-3.06511, -0.17007, -5.80793)
H (-5.09502, -1.08706, -5.68305)
H (-6.23641, -0.55006, -4.36532)
H (-5.21588, -1.87837, -4.17611)
C (-1.14879, -4.10974, 0.07390)
O (-0.34851, -2.96205, -0.19006)
C (0.91293, -2.96399, 0.41945)
C (1.64447, -1.91237, -0.39864)
N (1.19552, -0.52919, -0.05460)
C (2.04486, 0.35403, -0.90952)
C (1.54173, 1.81968, -0.69946)
O (0.11866, 1.90716, -1.14827)
C (-0.53832, 3.11880, -0.87588)
H (-0.84311, -5.08772, -0.29786)
H (-2.16033, -4.06019, -0.32910)
H (-1.37682, -4.20096, 1.13587)
H (1.42385, -3.92569, 0.37271)
H (0.89938, -2.54790, 1.42681)
H (1.66538, -2.17892, -1.45534)
H (2.68390, -2.04359, -0.09787)
H (0.19469, -0.39612, -0.08136)
H (2.02850, 0.06581, -1.96060)
H (3.04224, 0.36089, -0.46989)
H (2.12099, 2.50826, -1.31463)
H (1.69174, 2.17264, 0.32084)
H (-1.24404, 3.13209, -0.04529)
H (-1.21681, 3.23835, -1.72054)
H (0.10048, 3.99266, -0.74777)
C (-2.28360, -6.43100, -3.46497)
O (-2.32261, -5.37199, -4.15022)
N (-1.71644, -7.51928, -3.98679)
N (-2.94206, -6.68273, -2.32577)
H (-1.11529, -7.27921, -4.76209)
H (-2.05558, -8.44919, -3.78598)
H (-3.64832, -6.09229, -1.91022)
H (-2.71895, -7.54820, -1.85538)
C (-5.13971, -4.16216, -1.26294)
O (-5.24869, -5.37207, -1.58773)
N (-5.59964, -3.67205, -0.10969)
N (-4.40786, -3.27038, -1.81686)
H (-6.12571, -4.36392, 0.40476)
H (-5.54822, -2.68625, 0.10401)
H (-3.89741, -3.52181, -2.65131)
H (-4.41865, -2.39701, -1.30970)
C (3.02216, 4.52079, 1.03171)
O (2.65009, 3.88066, 2.00828)
N (2.43322, 5.57868, 0.56093)
N (3.97190, 4.18750, 0.25610)
H (2.83125, 6.11885, -0.19397)
H (1.66673, 5.86703, 1.15208)
H (3.86647, 4.55593, -0.67837)
H (4.57624, 3.43032, 0.54169)
C (1.12723, -3.70506, -3.77702)
O (1.49220, -4.86570, -3.94402)
N (1.79332, -2.58938, -3.95954)
N (-0.08906, -3.44573, -3.41539)
H (1.26193, -1.74851, -4.13462)
H (2.69236, -2.71393, -4.40263)
H (-0.77082, -4.19008, -3.45084)
H (-0.27195, -2.49335, -3.13321)

***

Density functional theory data (ωB97M-V with the def2-TZVPD basis set) for a cluster of 14 separate species, C46H124N4O14 in total.

2S+1	1
gap between HOMO and LUMO	9.600	eV
highest occupied orbital energy	-0.333	Eh
ΔE to the lowest compared entry with this formula, charge and spin	249.2	kJ/mol

Positions of all 188 atoms, in Å:
C (-0.57723, -3.13950, -2.11771)
C (-0.71252, -3.70901, -3.51709)
C (0.31793, -4.88408, -3.76916)
O (1.67082, -4.39224, -3.66701)
C (2.12982, -3.97975, -4.95022)
N (-2.10480, -4.19408, -3.67682)
H (-0.72050, -3.92782, -1.37871)
H (-1.38720, -2.42586, -1.96685)
H (0.43011, -2.75583, -1.95592)
H (-0.63370, -2.97771, -4.32151)
H (0.22304, -5.44780, -4.69723)
H (0.32634, -5.67727, -3.02157)
H (2.25548, -4.89380, -5.53058)
H (3.14266, -3.58426, -4.87386)
H (1.59978, -3.09543, -5.30395)
H (-2.20181, -4.51593, -4.62924)
H (-2.69201, -3.37475, -3.73997)
C (-4.22237, 0.65937, -2.84573)
C (-5.52232, -0.08095, -3.19113)
C (-5.32610, -1.63894, -3.24347)
O (-4.49182, -2.18084, -4.28396)
C (-4.94210, -2.18284, -5.62962)
N (-6.41369, 0.22397, -2.08925)
H (-3.84060, 0.44001, -1.84862)
H (-4.36055, 1.73144, -2.98598)
H (-3.46641, 0.27798, -3.53215)
H (-5.99881, 0.21688, -4.12514)
H (-6.28453, -2.14525, -3.35819)
H (-5.03724, -1.91274, -2.22873)
H (-5.82743, -2.81498, -5.69808)
H (-4.09878, -2.39241, -6.28767)
H (-5.27498, -1.18083, -5.90028)
H (-5.90431, -0.06017, -1.26470)
H (-6.33656, 1.22200, -1.95482)
C (5.07355, 2.35089, 1.34851)
C (5.52904, 1.54471, 0.13249)
C (6.38539, 0.31975, 0.43786)
O (6.85462, -0.22722, -0.79230)
C (7.46270, -1.41700, -0.54841)
N (4.32019, 1.18125, -0.62651)
H (4.52875, 3.24801, 1.05446)
H (5.93982, 2.56790, 1.97347)
H (4.32647, 1.83839, 1.95458)
H (6.09054, 2.18267, -0.55002)
H (5.79929, -0.45646, 0.92989)
H (7.18921, 0.41646, 1.16766)
H (7.89663, -1.87109, -1.43925)
H (6.69397, -2.14891, -0.30047)
H (8.20208, -1.34854, 0.24954)
H (3.69847, 0.73739, 0.03422)
H (4.51794, 0.40101, -1.23662)
C (1.76512, -0.15378, -3.90244)
C (0.96831, 1.14420, -4.20018)
C (-0.44862, 0.70827, -4.52323)
O (-0.47507, 0.39131, -5.93376)
C (-1.68464, -0.21369, -6.43506)
N (0.87346, 1.95002, -3.01396)
H (1.77029, -0.85034, -4.74082)
H (1.39473, -0.76876, -3.08226)
H (2.79930, 0.11629, -3.68880)
H (1.28114, 1.65686, -5.10980)
H (-1.18424, 1.50225, -4.39454)
H (-0.76623, -0.13123, -3.90481)
H (-2.49236, 0.49246, -6.24258)
H (-1.95580, -1.19578, -6.04766)
H (-1.52297, -0.27808, -7.51107)
H (1.82058, 2.24069, -2.81753)
H (0.39689, 2.78548, -3.32216)
C (-3.34193, -1.85162, 1.70911)
C (-4.55112, -1.54718, 0.87045)
C (-5.85300, -1.94021, 1.62896)
O (-4.56890, -0.15567, 0.69760)
H (-3.34473, -2.92968, 1.87000)
H (-3.13323, -1.37174, 2.66528)
H (-2.43251, -1.75147, 1.11662)
H (-4.53050, -2.02267, -0.11016)
H (-5.85194, -1.49659, 2.62460)
H (-5.84548, -3.02535, 1.73150)
H (-6.75124, -1.58484, 1.12401)
H (-4.47012, 0.11152, 1.61436)
C (-0.30558, 5.53901, 1.78915)
C (0.10821, 4.46749, 0.82144)
C (1.21687, 4.97732, -0.12340)
O (0.57612, 3.38291, 1.64782)
H (-0.63625, 6.45306, 1.29591)
H (0.51265, 5.83217, 2.44693)
H (-1.05580, 5.16191, 2.48417)
H (-0.76451, 4.13211, 0.26111)
H (0.79463, 5.79481, -0.70778)
H (1.52490, 4.17633, -0.79544)
H (2.14576, 5.18777, 0.40666)
H (0.83050, 2.62341, 1.11860)
C (-0.93932, -4.99053, 1.56069)
C (-2.10583, -5.71730, 2.20797)
C (-1.83889, -7.21210, 2.25668)
O (-2.36301, -5.25254, 3.48691)
H (0.03056, -5.28851, 1.95900)
H (-1.11039, -3.93153, 1.75394)
H (-0.98664, -5.24082, 0.50087)
H (-3.00677, -5.54319, 1.61967)
H (-0.87576, -7.26858, 2.76391)
H (-1.73525, -7.63199, 1.25615)
H (-2.64000, -7.75616, 2.75699)
H (-3.20210, -5.64337, 3.74147)
C (2.16332, -3.90040, 0.34312)
C (3.52977, -3.85012, -0.35303)
C (3.57560, -2.76770, -1.44654)
O (4.54454, -3.76573, 0.61178)
H (1.89679, -2.85980, 0.52814)
H (2.08866, -4.65405, 1.12704)
H (1.40484, -4.17512, -0.38992)
H (3.74754, -4.84546, -0.74029)
H (2.85020, -2.91059, -2.24746)
H (4.58653, -2.81500, -1.85139)
H (3.35486, -1.85018, -0.90108)
H (4.27707, -3.05877, 1.20361)
C (-3.78337, 2.58570, 4.03549)
C (-3.53972, 1.09483, 4.01808)
C (-3.34907, 0.43921, 5.41315)
O (-4.75569, 0.63083, 3.44959)
H (-4.75508, 2.74041, 4.50447)
H (-3.82809, 2.94313, 3.00672)
H (-2.92877, 3.09915, 4.47607)
H (-2.62751, 0.82238, 3.48730)
H (-3.08253, -0.60589, 5.25570)
H (-4.30851, 0.47079, 5.92946)
H (-2.64126, 0.98367, 6.03819)
H (-5.49886, 0.71168, 4.05189)
C (0.30780, -0.43006, 1.47688)
C (0.27663, 0.17463, 0.06310)
C (-1.09101, 0.56316, -0.32508)
O (1.05099, 1.31788, -0.07020)
H (1.33319, -0.66976, 1.75832)
H (-0.21786, -1.37635, 1.60452)
H (-0.05563, 0.26205, 2.23649)
H (0.54974, -0.53436, -0.71846)
H (-1.56919, 1.15635, 0.45440)
H (-1.73431, -0.31673, -0.31761)
H (-1.17223, 1.00818, -1.31678)
H (1.12437, 1.49819, -1.01025)
C (-4.88145, 5.38153, 0.75811)
C (-4.09384, 4.83155, -0.39983)
C (-3.69252, 3.34951, -0.18378)
O (-4.94238, 4.92489, -1.53088)
H (-5.69725, 4.70341, 1.00853)
H (-5.33673, 6.36538, 0.64470)
H (-4.19175, 5.47764, 1.59668)
H (-3.16673, 5.38443, -0.55111)
H (-3.20092, 3.02725, -1.10170)
H (-4.56693, 2.69958, -0.15066)
H (-3.15559, 3.22458, 0.75654)
H (-4.41502, 4.82380, -2.32667)
C (0.59757, 0.47841, 6.40159)
C (1.06528, 1.86625, 6.18524)
C (0.24324, 2.77321, 5.26937)
O (1.16759, 2.45975, 7.47026)
H (-0.31011, 0.42077, 7.00234)
H (1.33921, -0.10298, 6.94936)
H (0.36166, -0.08577, 5.49930)
H (2.01690, 1.79060, 5.65911)
H (-0.72065, 3.06729, 5.68474)
H (-0.04383, 2.30517, 4.32776)
H (0.86828, 3.62882, 5.01372)
H (1.72711, 1.88343, 7.99600)
C (5.99649, -0.64423, 4.59074)
C (4.77416, -1.55546, 4.16849)
C (3.41975, -0.88777, 4.31018)
O (5.01231, -1.97503, 2.83028)
H (6.93438, -1.19776, 4.54530)
H (5.84219, -0.21864, 5.58228)
H (6.18188, 0.21708, 3.94896)
H (4.75818, -2.45468, 4.78433)
H (3.49259, -0.05296, 3.61314)
H (3.20669, -0.56296, 5.32861)
H (2.62953, -1.57156, 4.00020)
H (5.92905, -2.25838, 2.80015)
C (3.07165, 5.05055, -3.61547)
C (4.04594, 4.20276, -2.86844)
C (4.73365, 4.81060, -1.58454)
O (3.37265, 3.07801, -2.49639)
H (3.12638, 4.82583, -4.68065)
H (3.34500, 6.10248, -3.69812)
H (2.05475, 5.09076, -3.22508)
H (4.88994, 3.99071, -3.52479)
H (5.64399, 4.29903, -1.27201)
H (3.98254, 4.74698, -0.79721)
H (4.90911, 5.86072, -1.81814)
H (3.68677, 2.70105, -1.67127)